Below is C3HLiO4Y as an isolated structure, with properties calculated with ωB97M-V with the def2-TZVPD basis set.

The value obtained for the total energy is -12542.5902 eV. As for the expectation value of S²: 0.9276. The HOMO energy (alpha / beta) is -11.960 / -12.147 eV. The value obtained for the LUMO energy (alpha / beta) is -10.113 / -10.299 eV. As for the charge: +2. The spin multiplicity is 2. Its strongest force on any atom is 4.1 eV/A.

Each line ends with the Löwdin charge.
CARTESIAN COORDINATES (ANGSTROEM)
O: 3.23037 0.45617 -0.20843  -0.05
C: 2.07531 0.65702 -0.17071  -0.31
O: 1.04554 1.18331 -0.13860  0.32
Y: 5.63084 1.05148 -0.38054  1.61
O: -0.72660 -2.25882 0.04733  0.03
C: -1.55894 -1.24864 0.36227  -0.13
C: -2.03050 -0.12744 0.20073  -0.28
O: -2.61630 0.97905 0.04433  -0.20
Li: -3.68884 2.26335 0.49521  0.86
H: -1.36088 -2.95548 -0.25161  0.14